1.
{
  "formula": "C29H75Br2N7O19",
  "method": "ωB97M-V/def2-TZVPD",
  "spin_multiplicity": 1,
  "gap_ev": 9.01,
  "max_force_ev_per_a": 4.64,
  "elements": ["C", "N", "O", "O", "H", "H", "H", "C", "N", "O", "O", "H", "H", "H", "C", "N", "O", "O", "H", "H", "H", "C", "N", "O", "O", "H", "H", "H", "C", "N", "O", "O", "H", "H", "H", "C", "N", "O", "O", "H", "H", "H", "C", "N", "O", "O", "H", "H", "H", "Br", "C", "C", "Br", "H", "H", "H", "H", "C", "C", "O", "C", "C", "H", "H", "H", "H", "H", "H", "H", "H", "H", "H", "C", "C", "O", "C", "C", "H", "H", "H", "H", "H", "H", "H", "H", "H", "H", "C", "C", "O", "C", "C", "H", "H", "H", "H", "H", "H", "H", "H", "H", "H", "C", "C", "O", "C", "C", "H", "H", "H", "H", "H", "H", "H", "H", "H", "H", "C", "C", "O", "C", "C", "H", "H", "H", "H", "H", "H", "H", "H", "H", "H"],
  "coordinates": [[5.04, 4.92, -1.23], [3.73, 5.39, -0.68], [3.84, 6.45, 0.02], [2.72, 4.81, -0.89], [5.83, 5.41, -0.66], [5.05, 5.36, -2.23], [5.08, 3.84, -1.41], [-3.13, 0.66, 6.43], [-1.92, -0.15, 6.80], [-2.00, -1.11, 7.60], [-0.93, 0.09, 6.13], [-2.88, 1.30, 5.58], [-3.34, 1.22, 7.34], [-3.92, -0.07, 6.27], [-3.06, -8.38, 4.15], [-1.75, -7.92, 3.49], [-0.81, -8.69, 3.12], [-1.64, -6.67, 3.35], [-3.94, -7.76, 4.00], [-2.88, -8.49, 5.22], [-3.31, -9.39, 3.84], [0.73, -2.41, -7.14], [0.18, -3.71, -7.64], [0.76, -4.77, -7.41], [-0.74, -3.62, -8.45], [0.31, -2.25, -6.15], [0.48, -1.52, -7.73], [1.76, -2.46, -6.78], [5.98, -3.73, 3.61], [7.41, -3.39, 3.70], [7.92, -2.56, 3.00], [8.09, -4.03, 4.55], [5.49, -2.88, 4.11], [5.82, -4.74, 3.99], [5.73, -3.79, 2.55], [2.75, 6.44, 4.64], [2.46, 5.04, 4.18], [1.43, 4.48, 4.60], [3.35, 4.46, 3.63], [3.15, 6.20, 5.62], [1.83, 7.00, 4.78], [3.39, 7.06, 4.01], [1.18, -6.15, -0.99], [2.53, -6.09, -1.52], [3.45, -6.03, -0.74], [2.71, -6.32, -2.69], [1.19, -6.79, -0.11], [0.54, -6.74, -1.64], [0.73, -5.16, -0.89], [-2.27, 2.48, -8.02], [-1.82, 4.20, -7.07], [-3.04, 5.14, -6.77], [-4.07, 5.41, -8.40], [-1.18, 4.67, -7.81], [-1.32, 3.87, -6.15], [-2.55, 6.06, -6.45], [-3.72, 4.69, -6.05], [1.81, -0.61, 1.53], [0.44, -1.25, 1.23], [-0.12, -0.95, -0.10], [-0.54, 0.38, -0.31], [-1.42, 0.37, -1.52], [1.96, -0.74, 2.60], [2.66, -0.82, 0.87], [1.83, 0.48, 1.47], [0.42, -2.32, 1.40], [-0.18, -0.87, 2.05], [-1.09, 0.71, 0.58], [0.37, 0.98, -0.32], [-2.24, -0.33, -1.39], [-0.94, 0.15, -2.47], [-1.84, 1.37, -1.62], [6.17, -2.47, -6.78], [5.84, -2.17, -5.36], [5.01, -1.04, -5.24], [4.25, -0.90, -4.01], [3.40, 0.38, -4.24], [6.65, -3.44, -6.90], [5.24, -2.56, -7.35], [6.89, -1.77, -7.21], [5.38, -3.03, -4.87], [6.74, -1.89, -4.81], [3.74, -1.80, -3.66], [4.95, -0.74, -3.18], [3.90, 1.29, -4.60], [2.81, 0.64, -3.36], [2.61, 0.30, -4.99], [-6.24, 3.34, 1.68], [-5.11, 3.95, 0.86], [-4.31, 4.71, 1.74], [-3.04, 5.09, 1.21], [-2.35, 6.25, 2.03], [-5.83, 2.69, 2.45], [-6.78, 4.13, 2.20], [-7.04, 2.82, 1.14], [-4.56, 3.25, 0.23], [-5.56, 4.53, 0.05], [-2.38, 4.23, 1.11], [-3.14, 5.48, 0.19], [-1.37, 6.61, 1.71], [-2.17, 5.89, 3.04], [-3.01, 7.10, 2.16], [-9.90, -1.72, -5.13], [-8.57, -0.93, -5.03], [-8.93, 0.38, -4.56], [-7.73, 1.21, -4.48], [-8.21, 2.73, -4.28], [-10.43, -1.79, -4.18], [-10.66, -1.20, -5.71], [-9.62, -2.76, -5.29], [-7.84, -1.36, -4.35], [-8.12, -0.85, -6.02], [-7.00, 0.93, -3.72], [-7.18, 1.20, -5.42], [-7.32, 3.33, -4.08], [-8.94, 2.79, -3.47], [-8.62, 3.14, -5.21], [5.61, 0.23, 6.75], [4.36, -0.26, 7.46], [4.29, -1.63, 7.64], [3.11, -2.13, 7.98], [3.24, -3.61, 8.51], [5.70, 1.30, 6.96], [6.46, -0.26, 7.22], [5.49, -0.02, 5.70], [4.31, 0.26, 8.41], [3.51, 0.10, 6.87], [2.57, -1.49, 8.67], [2.45, -2.17, 7.10], [3.73, -4.09, 7.66], [2.25, -4.01, 8.72], [3.78, -3.61, 9.46]],
  "lowdin_charge": [0.044, -0.431, -0.001, 0.095, 0.098, 0.097, 0.097, 0.047, -0.433, 0.040, 0.049, 0.098, 0.098, 0.099, 0.046, -0.368, 0.027, 0.020, 0.093, 0.094, 0.088, 0.034, -0.420, 0.053, 0.049, 0.093, 0.100, 0.090, 0.041, -0.439, 0.075, 0.018, 0.103, 0.101, 0.099, 0.043, -0.442, 0.036, 0.070, 0.103, 0.091, 0.098, 0.027, -0.466, 0.061, 0.069, 0.105, 0.099, 0.106, 0.500, -0.625, -0.660, 0.586, 0.039, 0.049, 0.060, 0.049, -0.083, -0.219, -0.180, -0.305, -0.075, 0.072, 0.071, 0.060, 0.108, 0.102, 0.114, 0.111, 0.081, 0.072, 0.070, -0.079, -0.314, -0.182, -0.222, -0.071, 0.077, 0.077, 0.078, 0.117, 0.118, 0.110, 0.105, 0.071, 0.060, 0.056, -0.074, -0.303, -0.153, -0.247, -0.062, 0.070, 0.073, 0.073, 0.108, 0.109, 0.107, 0.104, 0.067, 0.061, 0.067, -0.074, -0.272, -0.180, -0.237, -0.061, 0.065, 0.077, 0.071, 0.113, 0.110, 0.104, 0.101, 0.056, 0.065, 0.063, -0.066, -0.308, -0.140, -0.341, -0.042, 0.077, 0.080, 0.073, 0.118, 0.118, 0.115, 0.113, 0.070, 0.067, 0.069]
}



2.
{
  "formula": "C29H75F6O16S2",
  "method": "ωB97M-V/def2-TZVPD",
  "spin_multiplicity": 1,
  "gap_ev": 9.30,
  "max_force_ev_per_a": 3.31,
  "total_charge": -1,
  "elements": ["O", "H", "H", "H", "C", "F", "F", "F", "S", "O", "O", "O", "C", "F", "F", "F", "S", "O", "O", "O", "C", "C", "C", "O", "H", "H", "H", "H", "H", "H", "H", "H", "C", "C", "C", "O", "H", "H", "H", "H", "H", "H", "H", "H", "C", "C", "C", "O", "H", "H", "H", "H", "H", "H", "H", "H", "C", "C", "C", "O", "H", "H", "H", "H", "H", "H", "H", "H", "C", "C", "C", "O", "H", "H", "H", "H", "H", "H", "H", "H", "C", "C", "C", "O", "H", "H", "H", "H", "H", "H", "H", "H", "C", "C", "C", "O", "H", "H", "H", "H", "H", "H", "H", "H", "C", "C", "C", "O", "H", "H", "H", "H", "H", "H", "H", "H", "C", "C", "C", "O", "H", "H", "H", "H", "H", "H", "H", "H"],
  "coordinates": [[1.17, -1.67, 0.67], [2.00, -1.31, 1.11], [1.40, -2.41, 0.06], [-0.33, -0.74, 0.78], [4.86, 1.00, 0.23], [3.90, 0.98, -0.68], [6.05, 0.93, -0.39], [4.84, 2.16, 0.83], [4.86, -0.40, 1.52], [5.79, 0.11, 2.49], [3.41, -0.35, 1.98], [5.26, -1.63, 0.83], [-3.06, -3.46, -2.83], [-3.23, -4.45, -3.76], [-4.15, -2.63, -2.94], [-3.16, -3.90, -1.61], [-1.41, -2.67, -3.19], [-1.52, -2.40, -4.62], [-1.28, -1.49, -2.38], [-0.41, -3.68, -2.88], [2.83, 4.02, 3.65], [3.48, 2.65, 3.84], [4.24, 2.69, 5.09], [2.39, 1.66, 3.85], [1.99, 3.93, 3.01], [3.55, 4.76, 3.33], [2.39, 4.36, 4.65], [4.17, 2.50, 3.01], [4.61, 3.68, 5.22], [4.99, 1.92, 5.30], [3.47, 2.59, 5.87], [2.77, 0.80, 3.55], [0.04, 2.45, -5.38], [-0.22, 1.34, -4.42], [1.10, 0.85, -3.83], [-1.16, 1.88, -3.40], [-0.92, 2.83, -5.70], [0.55, 2.04, -6.27], [0.73, 3.19, -4.99], [-0.69, 0.45, -4.88], [1.78, 0.82, -4.64], [1.01, -0.17, -3.36], [1.42, 1.61, -3.09], [-1.92, 1.30, -3.40], [-4.78, 1.64, -5.29], [-3.89, 0.49, -5.73], [-3.10, 0.85, -7.01], [-2.98, 0.18, -4.69], [-5.23, 1.34, -4.38], [-5.56, 1.72, -6.04], [-4.19, 2.59, -5.18], [-4.57, -0.40, -5.93], [-3.76, 1.05, -7.83], [-2.59, -0.04, -7.34], [-2.33, 1.60, -6.85], [-2.64, -0.74, -4.75], [-5.55, 2.84, -0.46], [-4.80, 3.95, 0.44], [-4.72, 5.24, -0.38], [-5.40, 4.23, 1.65], [-6.26, 3.29, -1.06], [-6.08, 2.03, 0.12], [-4.80, 2.37, -1.10], [-3.80, 3.57, 0.52], [-5.59, 5.85, -0.37], [-4.59, 4.98, -1.41], [-3.83, 5.83, 0.03], [-5.24, 3.43, 2.18], [-0.66, 4.45, 0.20], [0.14, 3.20, -0.27], [1.04, 2.65, 0.75], [-0.90, 2.23, -0.66], [0.05, 5.30, 0.33], [-1.23, 4.25, 1.12], [-1.38, 4.72, -0.62], [0.68, 3.46, -1.21], [0.54, 2.23, 1.65], [1.70, 3.45, 0.99], [1.61, 1.79, 0.42], [-0.72, 1.85, -1.53], [0.98, -2.30, 6.21], [1.11, -1.11, 5.33], [-0.30, -0.62, 5.02], [1.93, -0.17, 6.11], [0.74, -3.25, 5.70], [0.41, -2.14, 7.12], [2.02, -2.42, 6.59], [1.58, -1.24, 4.33], [-0.34, 0.16, 4.25], [-0.74, -0.13, 5.94], [-0.90, -1.50, 4.66], [1.82, 0.65, 5.61], [2.61, -5.12, -2.83], [2.76, -4.13, -1.64], [3.13, -2.77, -2.12], [1.58, -4.10, -0.81], [3.55, -5.03, -3.38], [1.82, -4.74, -3.43], [2.33, -6.08, -2.41], [3.52, -4.54, -1.01], [3.44, -2.09, -1.27], [2.23, -2.38, -2.58], [3.98, -2.84, -2.77], [0.77, -4.07, -1.36], [-2.92, 0.52, 2.35], [-2.31, -0.54, 1.54], [-3.18, -1.00, 0.38], [-0.94, -0.03, 1.11], [-2.96, 1.41, 1.71], [-2.36, 0.67, 3.30], [-3.82, 0.17, 2.69], [-2.08, -1.37, 2.26], [-4.17, -1.10, 0.70], [-2.82, -1.92, -0.09], [-3.19, -0.13, -0.23], [-1.10, 0.48, 0.30], [2.85, -6.18, 2.46], [1.96, -4.92, 2.69], [2.82, -3.69, 2.78], [0.87, -4.86, 1.78], [2.27, -7.00, 2.69], [3.72, -6.02, 3.15], [3.19, -6.22, 1.44], [1.56, -5.12, 3.72], [3.49, -3.77, 3.70], [2.26, -2.82, 2.94], [3.45, -3.63, 1.89], [1.23, -4.61, 0.93]],
  "lowdin_charge": [-0.070, 0.039, 0.035, 0.121, -0.691, 0.134, 0.108, 0.135, 0.535, -0.306, -0.387, -0.324, -0.631, 0.094, 0.089, 0.149, 0.478, -0.313, -0.310, -0.309, -0.056, -0.475, -0.070, -0.090, 0.030, 0.081, 0.106, 0.118, 0.068, 0.094, 0.091, 0.066, -0.070, -0.447, -0.039, -0.081, 0.064, 0.088, 0.083, 0.124, 0.063, 0.079, 0.086, 0.049, -0.061, -0.477, -0.040, -0.090, 0.061, 0.074, 0.104, 0.157, 0.068, 0.070, 0.060, 0.055, -0.034, -0.496, -0.056, -0.029, 0.029, 0.086, 0.068, 0.095, 0.064, 0.066, 0.100, 0.093, -0.054, -0.442, -0.065, -0.104, 0.083, 0.079, 0.084, 0.152, 0.099, 0.071, 0.072, 0.047, -0.079, -0.487, -0.076, -0.071, 0.082, 0.078, 0.095, 0.128, 0.053, 0.101, 0.095, 0.048, -0.028, -0.456, -0.039, -0.100, 0.082, 0.051, 0.081, 0.125, 0.087, 0.074, 0.077, 0.075, -0.035, -0.337, 0.002, 0.138, 0.099, 0.097, 0.064, 0.163, 0.081, 0.082, 0.086, 0.112, -0.048, -0.490, -0.068, -0.053, 0.042, 0.089, 0.065, 0.131, 0.118, 0.021, 0.081, 0.031]
}